1.
Below is a molecular structure, C5H12NO in a non-equilibrium geometry, with properties calculated with ωB97M-V with the def2-TZVPD basis set.

For the LUMO energy, the calculation gives -3.593 eV. The calculation puts the total energy at -327.36408 Ha. The HOMO energy comes out at -14.83 eV.

The geometry in ORCA input format:
```
! RIJCOSX wB97M-V def2-TZVPD def2/J DEFGRID3
* xyz 1 1
C 2.495 -0.052 0.550
C 1.517 -0.071 -0.345
C -0.506 0.865 -1.741
C -1.501 -0.704 1.362
C 0.136 0.561 -0.388
N -0.927 -0.943 0.031
O -0.318 1.442 0.494
H 3.383 -0.389 0.241
H 2.331 0.368 1.542
H 1.684 -0.501 -1.224
H -1.388 1.626 -1.436
H 0.301 1.445 -2.216
H -0.714 -0.092 -2.240
H -2.162 0.035 1.324
H -1.966 -1.724 1.581
H -0.654 -0.428 1.876
H -0.311 -1.704 -0.010
H -1.637 -1.050 -0.651
H 0.235 1.315 1.249
*
```

natural (NBO) atomic charge list, values in e, 4 entries: -0.257, -0.309, -0.670, -0.387

---

2.
Below is 2 unconnected molecules or ions with the total composition C5H12NO in a non-equilibrium geometry, with properties calculated with ωB97M-V with the def2-TZVPD basis set.

For the LUMO energy, the calculation gives -5.032 eV. The calculation puts the total energy at -327.36342 Ha. The HOMO energy comes out at -11.73 eV.

The geometry in ORCA input format:
```
! RIJCOSX wB97M-V def2-TZVPD def2/J DEFGRID3
* xyz 1 1
C -1.880 1.236 -0.663
C 2.974 0.278 0.773
C -2.257 -0.255 1.167
C 1.535 -0.770 -1.081
C 1.614 0.030 0.005
N -2.549 0.250 -0.183
O 0.308 -1.034 -1.558
H -2.071 1.772 -1.732
H -1.145 1.765 -0.019
H 2.913 1.269 1.126
H 3.806 0.092 0.181
H 2.969 -0.349 1.608
H -3.179 -0.667 1.641
H -1.769 0.497 1.703
H -1.524 -1.152 1.054
H -3.226 -0.313 -0.718
H 2.481 -1.386 -1.417
H 0.705 0.454 0.419
H 0.295 -1.719 -2.307
*
```

natural (NBO) atomic charge list, values in e, 4 entries: 0.127, -0.611, -0.438, 0.115

---

3.
Below is a gas-phase ion, C5H12NO (charge +1) in a non-equilibrium geometry, with properties calculated with ωB97M-V with the def2-TZVPD basis set.

For the LUMO energy, the calculation gives -5.582 eV. As for the SMILES: C=[NH+]CCCCO. The calculation puts the total energy at -327.36435 Ha. The HOMO energy comes out at -14.75 eV.

The geometry in ORCA input format:
```
! RIJCOSX wB97M-V def2-TZVPD def2/J DEFGRID3
* xyz 1 1
C 1.963 -0.525 -0.746
O 1.797 0.901 -0.391
C 0.605 -1.154 -0.391
C -0.689 -0.610 -1.042
C -1.531 0.482 -0.166
C -1.095 0.734 2.299
N -0.749 0.721 1.019
H 2.864 -0.816 -0.186
H 2.104 -0.613 -1.830
H 2.138 1.417 -1.053
H 0.650 -2.224 -0.507
H 0.427 -1.184 0.761
H -1.409 -1.428 -1.331
H -0.515 -0.034 -1.941
H -2.592 0.294 -0.019
H -1.515 1.426 -0.711
H -0.837 1.582 2.896
H -1.941 0.115 2.457
H 0.325 0.915 0.882
*
```

natural (NBO) atomic charge list, values in e, 4 entries: -0.074, -0.772, -0.452, -0.412

---

4.
Below is 2 unconnected molecules or ions with the total composition C5H12NO, with properties calculated with ωB97M-V with the def2-TZVPD basis set.

For the LUMO energy, the calculation gives -5.295 eV. The calculation puts the total energy at -327.39703 Ha. The HOMO energy comes out at -13.47 eV.

The geometry in ORCA input format:
```
! RIJCOSX wB97M-V def2-TZVPD def2/J DEFGRID3
* xyz 1 1
C -0.609 2.486 0.762
O -0.664 1.331 1.613
C 0.273 2.204 -0.430
H -1.618 2.746 0.439
H -0.195 3.327 1.325
H -0.859 1.630 2.507
H 0.001 1.284 -0.948
H 0.202 3.020 -1.144
H 1.315 2.109 -0.129
C 0.024 -1.493 0.107
C 0.737 -1.461 1.220
C -0.236 -2.579 -2.032
N 0.315 -2.481 -0.885
H -0.849 -0.895 -0.100
H 1.562 -2.141 1.389
H 0.498 -0.691 1.937
H 0.083 -3.365 -2.704
H -1.014 -1.873 -2.285
H 1.033 -3.160 -0.641
*
```

natural (NBO) atomic charge list, values in e, 4 entries: -0.065, -0.763, -0.622, 0.169

---

5.
Below is 2 unconnected molecules or ions with the total composition C5H12NO in a non-equilibrium geometry, with properties calculated with ωB97M-V with the def2-TZVPD basis set.

For the LUMO energy (alpha / beta), the calculation gives -11.019 / -13.278 eV. The calculation puts the total energy at -326.91458 Ha. The HOMO energy (alpha / beta) comes out at -19.79 / -19.79 eV.

The geometry in ORCA input format:
```
! RIJCOSX wB97M-V def2-TZVPD def2/J DEFGRID3
* xyz 2 2
C 2.498 -1.944 -0.141
C 1.267 -1.451 -0.908
C 0.781 -0.155 -0.486
C -0.501 0.058 0.049
N -0.914 1.193 0.738
C -0.248 2.295 0.892
H 2.595 -3.031 -0.207
H 2.443 -1.674 0.915
H 3.408 -1.501 -0.537
H 0.436 -2.141 -0.872
H 1.353 -1.344 -2.020
H 1.464 0.704 -0.602
H -1.279 -0.689 0.049
H -1.866 1.172 1.131
H 0.766 2.370 0.518
H -0.726 3.124 1.415
H -3.993 1.571 -0.520
H -4.022 0.374 0.479
O -3.462 1.068 0.108
*
```

natural (NBO) atomic charge list, values in e, 4 entries: -0.596, -0.505, 0.179, 0.190

---

6.
Below is a gas-phase ion, C5H12NO (charge +2) in a non-equilibrium geometry, with properties calculated with ωB97M-V with the def2-TZVPD basis set.

For the LUMO energy (alpha / beta), the calculation gives -10.687 / -14.688 eV. The calculation puts the total energy at -326.86154 Ha. The HOMO energy (alpha / beta) comes out at -20.09 / -20.04 eV.

The geometry in ORCA input format:
```
! RIJCOSX wB97M-V def2-TZVPD def2/J DEFGRID3
* xyz 2 2
O -0.980 -2.264 1.349
C -0.713 -1.537 0.435
C -0.585 -0.004 0.663
C 0.789 0.609 0.308
C 1.236 0.025 -1.111
C 0.141 0.269 -2.180
N -0.786 0.214 2.132
H -0.385 -1.732 -0.653
H -1.333 0.497 0.158
H 1.568 0.485 1.080
H 0.650 1.761 0.260
H 2.141 0.554 -1.561
H 1.446 -1.083 -1.107
H -0.240 1.353 -2.226
H -0.741 -0.352 -2.005
H 0.468 0.147 -3.203
H -1.470 -0.307 2.576
H 0.107 0.196 2.712
H -1.313 1.169 2.373
*
```

natural (NBO) atomic charge list, values in e, 4 entries: -0.051, 0.438, -0.089, -0.435

---

7.
Below is 2 unconnected molecules or ions with the total composition C5H12NO in a non-equilibrium geometry, with properties calculated with ωB97M-V with the def2-TZVPD basis set.

For the LUMO energy (alpha / beta), the calculation gives -9.062 / -14.037 eV. The calculation puts the total energy at -326.89515 Ha. The HOMO energy (alpha / beta) comes out at -20.22 / -19.10 eV.

The geometry in ORCA input format:
```
! RIJCOSX wB97M-V def2-TZVPD def2/J DEFGRID3
* xyz 2 2
C -2.711 -0.835 0.240
C -1.562 -0.283 -0.592
C -1.163 0.990 -0.626
N 0.015 1.339 -1.420
H -3.443 -0.043 0.552
H -3.262 -1.633 -0.316
H -2.324 -1.290 1.176
H -0.904 -1.062 -1.059
H -1.693 1.780 -0.079
H 0.781 0.646 -1.253
H -0.182 1.257 -2.395
H 0.374 2.264 -1.216
O 2.216 -0.156 -0.890
C 1.897 -0.332 0.287
C 2.636 -0.544 1.541
H 0.800 -0.417 0.443
H 3.135 -1.532 1.602
H 1.961 -0.397 2.396
H 3.431 0.247 1.611
*
```

natural (NBO) atomic charge list, values in e, 4 entries: -0.695, 0.016, 0.032, -0.702

---

8.
Below is 2 unconnected molecules or ions with the total composition C5H12NO2 in a non-equilibrium geometry, with properties calculated with ωB97M-V with the def2-TZVPD basis set.

For the LUMO energy, the calculation gives 3.686 eV. The calculation puts the total energy at -402.87797 Ha. The HOMO energy comes out at -2.68 eV.

The geometry in ORCA input format:
```
! RIJCOSX wB97M-V def2-TZVPD def2/J DEFGRID3
* xyz -1 1
C -1.283 -1.205 -1.927
O -2.575 -1.468 -1.643
C -0.571 -0.612 -0.508
C 0.956 -0.349 -0.506
C 1.569 -0.198 0.898
C 2.528 0.751 1.076
N -1.419 0.441 -0.034
H -1.082 -0.491 -2.766
H -0.878 -2.189 -2.129
H -0.775 -1.539 0.156
H 1.590 -0.990 -1.184
H 1.245 0.568 -1.085
H 1.132 -0.873 1.670
H 2.572 1.389 0.247
H 2.998 0.949 1.970
H -1.454 1.261 -0.584
H -2.363 0.044 -0.190
H -0.231 0.949 1.975
H -1.250 1.998 1.974
O -0.709 1.563 2.590
*
```

natural (NBO) atomic charge list, values in e, 4 entries: -0.026, -0.966, -0.096, -0.471

---

9.
Below is a gas-phase ion, C5H12NO2 (charge -1) in a non-equilibrium geometry, with properties calculated with ωB97M-V with the def2-TZVPD basis set.

For the LUMO energy, the calculation gives 4.072 eV. The calculation puts the total energy at -402.92196 Ha. The HOMO energy comes out at -2.62 eV.

The geometry in ORCA input format:
```
! RIJCOSX wB97M-V def2-TZVPD def2/J DEFGRID3
* xyz -1 1
C -0.204 -0.963 -0.867
N -1.116 -0.078 -0.255
C -2.139 -0.616 0.504
O -1.882 -0.637 1.977
C 1.125 -1.108 -0.075
C 1.753 0.241 0.346
C 1.855 1.299 -0.733
O 0.601 1.907 -1.024
H 0.055 -0.594 -1.866
H -0.506 -2.033 -0.975
H -0.152 1.349 -0.664
H -2.337 -1.694 0.307
H -3.075 -0.061 0.382
H -0.983 -0.310 2.061
H 1.940 -1.631 -0.575
H 0.920 -1.693 0.827
H 1.098 0.674 1.108
H 2.680 0.077 0.913
H 2.290 0.916 -1.659
H 2.474 2.095 -0.303
*
```

natural (NBO) atomic charge list, values in e, 4 entries: -0.214, -0.837, 0.093, -0.831

---

10.
Below is a gas-phase ion, C5H12NO2 (charge -1) in a non-equilibrium geometry, with properties calculated with ωB97M-V with the def2-TZVPD basis set.

For the LUMO energy, the calculation gives 3.917 eV. As for the SMILES: CCN[C@H](C[O-])CO. The calculation puts the total energy at -402.91536 Ha. The HOMO energy comes out at -3.03 eV.

The geometry in ORCA input format:
```
! RIJCOSX wB97M-V def2-TZVPD def2/J DEFGRID3
* xyz -1 1
C -0.383 1.370 -1.174
N -0.973 0.194 -0.546
C -0.057 -0.928 -0.333
C -0.885 -2.090 0.407
O -0.744 -2.139 1.763
C 1.281 -0.787 0.394
O 1.038 -0.338 1.699
C 0.169 2.476 -0.214
H -1.173 1.729 -1.844
H 0.550 1.198 -1.718
H -1.392 0.426 0.347
H 0.165 -1.378 -1.313
H -1.930 -1.872 0.174
H -0.533 -3.034 -0.138
H 0.351 -1.025 2.041
H 1.716 -1.816 0.513
H 2.100 -0.236 -0.086
H -0.647 3.044 0.200
H 0.729 3.140 -0.865
H 0.617 2.066 0.692
*
```

natural (NBO) atomic charge list, values in e, 4 entries: -0.209, -0.646, -0.110, -0.013